The following is a quantum chemistry calculation of 2 unconnected molecules or ions with the total composition C5H16N2O, from OMol25.

Geometry as XYZ:
```
24
Properties=species:S:1:pos:R:3:forces:R:3:lowdin_charge:R:1
C -0.1819 1.3538 2.8030 0.2 -0.2 0.9 -0.053
C 0.3013 1.4774 1.3936 -0.1 -0.4 -0.2 -0.363
C -0.7319 1.1225 0.3213 -0.6 -0.1 -0.3 -0.225
C -0.3014 0.0192 -0.5934 0.1 0.6 0.2 -0.215
C -1.1401 -1.0605 -0.8742 0.3 -0.4 0.2 -0.227
N -0.8206 -1.8775 -2.0598 -0.1 0.2 0.2 0.102
N 0.8424 2.8807 1.1699 0.5 -0.1 0.0 0.214
H 0.5880 1.6515 3.5258 0.0 0.1 -0.1 0.088
H -1.0855 1.9181 3.0347 -0.1 -0.1 -0.2 0.096
H -0.3438 0.2879 3.0062 -0.2 0.3 -0.1 0.109
H 1.1519 0.8008 1.2787 0.1 0.3 -0.2 0.145
H -1.0889 2.0368 -0.2021 0.4 0.2 0.0 0.109
H -1.6549 0.8382 0.8249 0.0 -0.3 0.2 0.110
H 0.7009 0.1195 -0.9933 0.1 -0.3 -0.2 0.066
H -2.1390 -1.2016 -0.5154 -0.2 0.1 0.0 0.073
H 0.0217 -2.4574 -1.9176 -0.1 -0.1 0.0 0.080
H -0.6421 -1.2848 -2.8815 0.0 0.1 -0.3 0.137
H -1.5968 -2.4988 -2.2776 0.0 -0.1 0.0 0.149
H 1.4331 2.8822 0.3368 -0.1 0.1 0.0 0.173
H 1.4242 3.1469 1.9691 -0.1 0.1 -0.1 0.166
H 0.1036 3.5725 1.0390 -0.1 -0.1 0.1 0.168
H 1.5388 -4.3379 -1.3248 0.0 0.0 0.1 0.070
H 2.0417 -3.5054 -2.5055 0.0 0.0 0.1 0.069
O 1.5065 -3.4521 -1.7034 0.1 -0.1 -0.2 -0.043
```
Forces are in eV/Å.

For the energy, the calculation gives -384.499950 hartree. The charge is +1. Its spin multiplicity is 2. The energy above the lowest of the compared OMol25 structures with the same formula, charge and spin is 27.2 kcal/mol. The calculation puts the gap between HOMO and LUMO (spin up / spin down) at 4.01 / 7.94 eV.